1.
{
  "formula": "C41H65N6O4SSbTi",
  "method": "wB97M-V/def2-TZVPD",
  "species": ["Sb", "Ti", "S", "O", "O", "O", "O", "N", "N", "N", "N", "N", "N", "C", "C", "C", "C", "C", "C", "C", "C", "C", "C", "C", "C", "C", "C", "C", "C", "C", "C", "C", "C", "C", "C", "C", "C", "C", "C", "C", "C", "C", "C", "C", "C", "C", "C", "C", "C", "C", "C", "C", "C", "C", "H", "H", "H", "H", "H", "H", "H", "H", "H", "H", "H", "H", "H", "H", "H", "H", "H", "H", "H", "H", "H", "H", "H", "H", "H", "H", "H", "H", "H", "H", "H", "H", "H", "H", "H", "H", "H", "H", "H", "H", "H", "H", "H", "H", "H", "H", "H", "H", "H", "H", "H", "H", "H", "H", "H", "H", "H", "H", "H", "H", "H", "H", "H", "H", "H"],
  "positions_angstrom": [[-1.179034, -2.729426, 0.781954], [0.721466, -0.392360, -0.135866], [-2.534899, 6.841671, 0.650831], [-4.359860, 1.184979, -1.969919], [-1.420962, 6.834732, 1.567987], [-3.878754, 6.808675, 1.152960], [-4.498305, 3.240638, -1.290963], [-2.102648, 2.908269, 0.134500], [2.784855, -0.240238, 0.508709], [-0.715997, 1.204429, -0.091968], [0.691752, -0.057906, 2.177068], [-3.953637, 2.159759, -1.376770], [1.133281, -0.202995, -1.750091], [2.038196, -2.611050, -3.242813], [-2.677781, 1.998828, -0.722631], [2.284509, 2.785875, -1.278999], [2.243710, 0.316653, 4.074862], [5.149452, -0.241837, 0.059321], [3.805580, -0.337039, -0.331084], [-4.035271, -1.622205, 0.797451], [3.075319, -0.025832, 1.835924], [1.938507, -0.044993, -2.895372], [-2.611547, 4.193021, 0.639362], [2.326207, 1.255306, -3.313994], [2.006733, 0.089654, 2.745777], [0.565501, -2.799285, -3.597558], [1.823006, 2.553154, -2.714183], [-0.607214, -5.153324, 2.618862], [-1.958876, -4.267385, -0.554417], [3.368038, -1.004195, -4.580471], [2.460154, -1.187960, -3.541542], [1.407515, -3.932552, 1.772557], [-1.818648, 0.958567, -0.870353], [-0.946763, 8.540819, -0.858998], [-0.786530, -5.097426, -1.068598], [5.447829, -0.030132, 1.375485], [0.023020, 3.064258, 1.432137], [3.760234, 0.255454, -4.989538], [-2.377909, 8.195624, -0.499191], [0.090240, -3.016303, 3.664404], [4.619002, 0.322688, 3.688469], [-0.912403, 2.388517, 0.492565], [-2.319821, 5.335672, -0.316773], [3.231544, 1.367809, -4.363426], [4.398179, 0.089150, 2.311352], [-2.934191, -1.907696, 1.822877], [0.320307, 2.722260, -2.914044], [-2.996755, -5.181860, 0.095039], [-0.008168, -3.771554, 2.333977], [-2.537029, -0.588316, 2.487638], [-3.492666, -2.843045, 2.897035], [2.420780, -3.114159, -1.853447], [-2.622044, -3.545376, -1.735759], [3.564531, 0.436701, 4.550126], [0.026053, -5.664643, 3.348449], [0.105106, 0.732253, 2.427802], [3.497106, -3.024734, -1.692387], [6.473401, 0.049490, 1.711307], [-0.365880, 3.057039, 2.453691], [3.528339, 2.355695, -4.692062], [1.925646, -2.551740, -1.046578], [0.795075, -2.178606, 3.634908], [2.302518, 3.341258, -3.301601], [0.174415, 4.108262, 1.156776], [0.080259, 2.795456, -3.974065], [-2.989160, 5.313840, -1.172989], [0.502424, -3.699466, 4.410901], [-0.078504, -2.316644, -2.862105], [-0.035329, 3.635342, -2.427759], [3.733381, 0.616758, 5.602028], [-0.222751, -5.592412, -0.278365], [3.371866, 2.740719, -1.202610], [-4.236636, -2.296911, 3.483138], [2.610241, -3.227693, -3.941600], [-0.461679, 7.727147, -1.399659], [-1.175963, -5.879685, -1.724811], [-0.655401, -5.787783, 1.736295], [3.764062, -1.877146, -5.082566], [-1.916278, 0.091989, -1.503876], [-0.230787, 1.875802, -2.515093], [1.428424, -4.549098, 0.872867], [-2.552393, -5.894748, 0.788671], [-0.364525, 8.758175, 0.033297], [-0.100485, -4.487295, -1.651867], [1.968808, 3.773926, -0.936594], [-3.685550, -1.078340, -0.083296], [-4.001239, -3.704489, 2.470020], [0.228308, -0.862866, 2.598242], [-3.591424, -3.128410, -1.468064], [-3.783745, -4.636951, 0.613911], [-2.105313, 4.360553, 1.588480], [-3.677136, 4.109893, 0.832551], [-3.424103, -0.150833, 2.951839], [5.919796, -0.333446, -0.691614], [-1.800707, -0.720889, 3.285121], [1.870907, -2.966439, 1.527064], [-3.479414, -5.758224, -0.697625], [-2.792023, -4.269766, -2.535190], [-2.007364, -2.746353, -2.152178], [1.413674, 0.401733, 4.766061], [-1.279628, 5.321270, -0.645606], [2.046773, -4.413711, 2.517205], [-2.740348, -3.209944, 3.594500], [-4.513508, -2.539939, 0.458556], [-2.896261, 9.011418, 0.008376], [0.994362, 2.574176, 1.412203], [0.299970, -3.854395, -3.660053], [-4.810960, -1.012532, 1.267410], [4.466251, 0.370988, -5.799952], [5.635330, 0.410323, 4.048020], [-2.979332, 7.933781, -1.371197], [-1.608312, -5.087694, 3.047206], [-2.160803, 0.137611, 1.761260], [2.162310, -4.166832, -1.728898], [-0.864821, -2.661426, 4.053670], [-0.942492, 9.417592, -1.504445], [3.563591, -0.492940, -1.372324], [0.353814, -2.352835, -4.569056], [1.876311, 2.048678, -0.586178]],
  "atomic_forces_ev_per_a": [[0.129, 0.267, 0.037], [-0.137, 0.436, -0.047], [0.054, -0.055, -0.144], [0.003, 0.079, 0.048], [0.038, 0.064, 0.020], [-0.091, -0.002, 0.016], [0.034, -0.055, 0.013], [0.195, -0.189, 0.023], [0.151, -0.088, 0.010], [-0.182, 0.006, -0.053], [-0.183, -0.030, 0.014], [0.014, -0.049, -0.045], [0.212, -0.603, -0.013], [0.020, -0.039, -0.114], [0.087, -0.174, -0.073], [-0.045, 0.007, 0.099], [0.006, -0.019, -0.108], [-0.095, 0.010, 0.025], [0.100, -0.026, -0.048], [0.066, -0.029, -0.068], [-0.012, 0.041, 0.178], [-0.024, 0.413, 0.077], [-0.063, -0.051, 0.147], [0.060, -0.246, -0.048], [0.198, 0.039, 0.054], [-0.080, -0.022, 0.009], [0.051, 0.053, -0.109], [-0.041, 0.069, 0.007], [-0.178, -0.081, -0.170], [-0.033, -0.013, 0.067], [0.025, 0.171, -0.084], [-0.004, 0.067, -0.098], [-0.219, 0.149, 0.015], [0.076, -0.057, 0.017], [0.070, 0.071, 0.001], [-0.033, -0.023, -0.073], [0.050, 0.012, -0.008], [0.038, -0.014, -0.046], [-0.098, -0.076, 0.006], [-0.046, 0.154, -0.010], [-0.062, 0.003, 0.031], [0.000, 0.012, 0.079], [0.099, 0.125, -0.099], [-0.039, -0.013, 0.073], [-0.094, -0.004, 0.019], [-0.143, 0.028, 0.081], [-0.091, 0.031, 0.034], [0.058, -0.003, 0.141], [0.076, -0.208, 0.019], [0.072, 0.048, -0.051], [0.038, -0.087, 0.009], [0.008, 0.099, 0.194], [0.018, 0.073, 0.069], [0.026, -0.004, -0.012], [0.025, -0.016, 0.025], [-0.019, 0.020, 0.001], [0.008, -0.003, 0.008], [0.031, 0.009, 0.008], [-0.008, 0.015, 0.013], [0.001, 0.010, -0.004], [-0.011, -0.175, -0.128], [-0.009, -0.104, -0.017], [-0.027, -0.026, 0.027], [-0.009, 0.022, 0.016], [0.009, 0.006, -0.024], [-0.067, 0.090, -0.016], [0.004, -0.022, 0.032], [-0.010, 0.013, 0.006], [-0.005, 0.007, 0.002], [0.015, 0.003, 0.012], [-0.039, -0.012, 0.019], [0.015, -0.011, -0.013], [-0.038, 0.022, 0.002], [-0.028, 0.008, 0.016], [0.017, 0.001, -0.015], [-0.008, -0.012, -0.046], [0.032, 0.043, 0.002], [0.014, -0.021, -0.017], [-0.036, 0.015, 0.000], [-0.019, -0.037, 0.021], [0.015, 0.016, -0.016], [-0.046, 0.057, 0.011], [0.007, 0.020, 0.000], [0.051, -0.016, 0.005], [0.007, 0.009, -0.002], [0.024, 0.040, 0.024], [0.044, -0.058, -0.023], [0.037, 0.062, -0.030], [0.008, 0.021, 0.010], [-0.003, 0.002, -0.042], [-0.073, 0.056, 0.013], [0.040, -0.040, -0.047], [-0.032, 0.016, 0.034], [0.011, -0.008, -0.020], [-0.019, -0.017, -0.007], [-0.036, -0.053, 0.031], [0.010, -0.050, -0.034], [-0.014, -0.043, -0.024], [0.031, 0.005, -0.008], [-0.015, 0.002, 0.005], [0.006, -0.004, -0.052], [0.006, -0.035, 0.034], [-0.035, 0.055, -0.010], [0.008, 0.007, -0.038], [0.045, 0.001, 0.069], [-0.006, 0.005, 0.006], [0.010, -0.019, 0.048], [-0.041, 0.009, 0.045], [0.013, -0.005, -0.020], [0.024, 0.004, -0.001], [-0.063, -0.055, 0.045], [0.010, -0.011, -0.020], [0.032, -0.020, 0.028], [-0.032, 0.020, -0.031], [0.045, -0.037, -0.021], [0.015, -0.001, 0.002], [0.036, -0.005, 0.003], [-0.004, -0.004, -0.014], [-0.033, -0.037, 0.004]],
  "charge": 2,
  "e_lumo_ha": -0.226,
  "energy_ev": -101176.74238,
  "homo_lumo_gap_ev": 7.040,
  "homo_ev": -13.20,
  "spin_multiplicity": 1
}

=====

2.
{
  "formula": "C21H19Br4O3PRuS2Si",
  "method": "wB97M-V/def2-TZVPD",
  "species": ["Ru", "Br", "Br", "Br", "Br", "S", "S", "P", "Si", "O", "O", "O", "C", "C", "C", "C", "C", "C", "C", "C", "C", "C", "C", "C", "C", "C", "C", "C", "C", "C", "C", "C", "C", "H", "H", "H", "H", "H", "H", "H", "H", "H", "H", "H", "H", "H", "H", "H", "H", "H", "H", "H"],
  "positions_angstrom": [[0.750327, -1.268157, 0.898316], [2.396763, -6.648161, -2.965754], [-0.395918, -5.153830, -1.887773], [5.446678, -2.584455, -0.320296], [5.318537, -5.358759, -2.182959], [1.081541, 0.707698, -0.167523], [-1.435252, 2.097006, 1.750526], [-0.573584, 1.988722, 0.008938], [-0.311264, -1.762558, 3.402193], [1.070947, -2.143276, 2.567723], [0.327537, -2.730047, -0.235839], [2.628881, -1.704393, 0.364892], [-3.689174, 2.112640, -2.577010], [3.747682, -4.533452, -1.573407], [1.391650, -3.352997, -0.681768], [-1.604899, 0.353030, -2.047063], [1.315852, -4.506186, -1.482959], [2.647088, -2.782298, -0.339907], [-0.907286, -3.197405, 4.417802], [3.834013, -3.398143, -0.806293], [1.028185, 4.977690, -2.264325], [1.200902, 5.650036, 0.039384], [0.178101, 3.550183, -0.524955], [-3.579255, 0.926238, -3.293437], [-1.711277, 1.538696, -1.330550], [-0.063858, -0.244071, 4.440572], [-2.542271, 0.047526, -3.026339], [0.576140, 4.476004, 0.432457], [-2.763441, 2.416272, -1.594592], [0.406702, 3.801541, -1.875951], [1.425884, 5.900982, -1.306600], [-1.466223, -1.380846, 1.941191], [2.479111, -5.095298, -1.917024], [0.711405, -0.413393, 5.190987], [-2.212186, -0.651758, 2.260208], [-0.790650, -0.331092, -1.846256], [-1.126133, -0.838379, 1.004762], [-1.956328, -2.281065, 1.568808], [1.508504, 6.371319, 0.785112], [-4.306284, 0.688680, -4.059259], [0.235405, 0.602054, 3.818240], [1.201071, 5.174411, -3.314299], [0.097341, 3.081189, -2.623489], [-1.803177, -2.939074, 4.986479], [1.910029, 6.819810, -1.611513], [-0.983490, 0.037485, 4.959305], [-2.856402, 3.332559, -1.023675], [-2.456437, -0.878200, -3.580304], [-4.501043, 2.798084, -2.782082], [-1.129658, -4.065850, 3.796031], [-0.130525, -3.481302, 5.131166], [0.379754, 4.274598, 1.478116]],
  "atomic_forces_ev_per_a": [[0.225, -0.611, -0.257], [-0.018, -0.040, -0.028], [-0.019, -0.008, -0.006], [0.025, 0.012, 0.006], [0.033, -0.001, 0.000], [0.111, -0.087, 0.202], [0.047, 0.015, 0.007], [-0.090, 0.062, 0.000], [-0.101, -0.012, 0.143], [0.081, 0.461, -0.131], [-0.307, 0.591, 0.415], [-0.144, 0.116, 0.062], [0.003, 0.005, 0.005], [-0.146, -0.121, -0.079], [0.569, -0.178, -0.211], [0.002, 0.022, -0.009], [-0.011, 0.149, 0.100], [-0.169, -0.284, -0.216], [-0.040, -0.014, -0.050], [-0.120, 0.098, 0.067], [-0.003, -0.001, -0.003], [-0.001, 0.005, -0.002], [0.005, -0.031, -0.037], [0.000, -0.003, -0.002], [-0.026, -0.059, 0.027], [-0.003, -0.017, 0.021], [-0.001, -0.008, -0.004], [-0.030, 0.012, 0.012], [-0.003, -0.001, 0.009], [0.026, -0.017, -0.002], [-0.001, -0.002, 0.005], [-0.094, -0.083, -0.061], [0.185, 0.016, 0.004], [-0.004, -0.006, 0.004], [0.005, 0.018, -0.044], [-0.002, -0.009, -0.016], [-0.008, 0.053, 0.021], [0.021, -0.026, 0.040], [-0.001, -0.002, 0.000], [0.001, -0.001, 0.001], [-0.003, -0.002, 0.006], [-0.001, -0.002, 0.001], [-0.002, -0.002, -0.003], [-0.004, 0.002, -0.013], [0.000, -0.002, 0.000], [0.005, -0.002, -0.001], [-0.001, 0.000, 0.001], [0.003, -0.001, 0.003], [0.002, 0.001, 0.000], [0.007, -0.002, 0.005], [-0.005, -0.003, 0.005], [0.004, 0.001, -0.002]],
  "charge": 0,
  "e_lumo_ha": [-0.097, -0.055],
  "energy_ev": -349818.88796,
  "homo_lumo_gap_ev": [5.487, 7.021],
  "homo_ev": [-8.14, -8.53],
  "spin_multiplicity": 1
}

=====

3.
{
  "formula": "C11H17F3N2O5",
  "method": "wB97M-V/def2-TZVPD",
  "species": ["F", "F", "F", "O", "O", "O", "O", "O", "N", "N", "C", "C", "C", "C", "C", "C", "C", "C", "C", "C", "C", "H", "H", "H", "H", "H", "H", "H", "H", "H", "H", "H", "H", "H", "H", "H", "H", "H"],
  "positions_angstrom": [[-4.548863, -0.249182, -1.522615], [-3.096962, -1.689875, -2.798987], [-4.638308, -2.608178, -1.110455], [4.040296, -2.605427, -1.435830], [-1.684761, -2.541615, -0.379172], [2.332660, 1.162996, 0.922470], [0.775167, -0.523689, -0.083945], [-0.279310, 4.088959, 2.428340], [3.308225, -0.260109, -0.798212], [-1.221614, 3.780783, 0.186642], [-1.019962, 3.274816, 1.627110], [-2.482685, -1.306262, -0.332981], [-1.687816, 0.054380, -0.784974], [-0.351921, 0.396047, 0.141668], [-0.710353, 0.527905, 1.759789], [3.700555, -1.694178, -0.514134], [-1.623517, 1.836999, 2.133685], [3.778086, -2.202478, 1.067583], [-3.712487, -1.503126, -1.449037], [3.087508, 0.010113, -2.270023], [2.080339, 0.157486, 0.038599], [2.707823, -2.591922, 1.341907], [2.044437, -0.422487, -2.598039], [4.611187, -3.024066, 1.222685], [3.135260, 1.174776, -2.527710], [-1.414992, 0.091606, -1.945841], [-1.734640, 3.044809, -0.385555], [-0.254170, 3.787886, -0.254554], [-2.440939, 0.960023, -0.611298], [-1.275211, -0.444794, 2.136524], [-2.722835, 1.622212, 1.726566], [-1.702880, 1.885092, 3.323912], [-2.254540, -3.267433, 0.056442], [-3.011028, -1.253840, 0.709840], [0.267845, 0.599669, 2.432400], [4.044298, -1.260281, 1.728934], [0.013492, 1.468250, -0.235232], [3.942617, -0.475865, -2.946503]],
  "atomic_forces_ev_per_a": [[2.411, -4.019, 0.066], [-2.531, 0.315, 4.242], [3.037, 3.442, -1.431], [-2.019, 6.122, 4.832], [-2.098, 0.647, 0.908], [-2.479, -6.557, -5.855], [2.924, 2.284, -0.324], [-4.809, -5.570, -4.892], [-2.217, -2.798, 0.280], [1.002, -3.100, 1.397], [3.635, 4.079, 2.363], [-1.178, -0.699, -0.959], [0.387, 0.172, 0.413], [-0.833, 2.096, 0.601], [0.502, -0.164, 0.425], [1.565, -4.573, -2.445], [-0.722, -0.121, 0.495], [-0.092, 1.420, -0.478], [-0.662, 0.853, -0.966], [-0.129, 0.374, -1.905], [1.534, 4.593, 4.671], [2.127, 0.653, -0.442], [2.091, 0.829, 0.441], [-1.947, 1.721, -0.723], [-0.219, -2.522, 1.034], [-0.550, -0.498, 2.673], [0.626, 1.170, 1.123], [-1.417, 0.527, 0.951], [1.578, -2.053, -0.256], [1.045, 2.061, -0.901], [2.311, 0.878, 0.702], [0.256, 0.043, -2.752], [1.287, 1.695, -1.021], [0.967, 0.378, -1.979], [-1.906, -0.152, -1.914], [-0.678, -1.972, -1.244], [-0.834, -2.358, 0.937], [-1.962, 0.801, 1.934]],
  "charge": 0,
  "smiles": "CC(=O)N(C)C(=O)O[C@H](CCC(N)=O)C[C@H](O)C(F)(F)F",
  "e_lumo_ha": -0.011,
  "energy_ev": -33044.81009,
  "homo_lumo_gap_ev": 9.927,
  "homo_ev": -10.22,
  "spin_multiplicity": 1
}

=====

4.
{
  "formula": "C2H5O2Si",
  "method": "wB97M-V/def2-TZVPD",
  "species": ["Si", "O", "O", "C", "C", "H", "H", "H", "H", "H"],
  "positions_angstrom": [[0.214327, -0.435043, 0.588715], [0.328945, -0.763835, -2.280915], [1.224280, -2.470751, -0.992221], [0.707324, -1.369588, -1.271483], [-0.761646, 1.221502, 0.340714], [-0.300897, -1.259187, 1.623882], [-0.386444, 1.647539, -0.681740], [1.326219, 0.255239, 1.278756], [-0.467696, 1.914875, 1.221731], [-1.884413, 1.259250, 0.172562]],
  "atomic_forces_ev_per_a": [[0.473, 1.457, -2.526], [0.560, -0.521, 0.255], [-0.030, 0.578, -0.945], [-0.854, 0.155, 2.013], [-0.373, 1.245, -0.733], [-0.762, -0.896, 0.935], [-0.224, -0.589, 1.923], [0.657, -0.252, 0.119], [-0.623, -0.840, -1.607], [1.176, -0.337, 0.566]],
  "charge": -1,
  "smiles": "C[SiH2]C(=O)[O-]",
  "e_lumo_ha": 0.158,
  "energy_ev": -14128.38924,
  "homo_lumo_gap_ev": 7.490,
  "homo_ev": -3.20,
  "spin_multiplicity": 1
}